The following is a quantum chemistry calculation of a cluster of 2 separate species, C10H13N2O2 in total at a distorted geometry, from the Open Molecules 2025 dataset.

Geometry (Å):
C1 -3.78 1.22 0.76
C2 -3.12 0.03 1.03
C3 -3.61 1.37 -0.65
C4 -2.44 -0.42 -0.22
C5 0.95 1.67 0.76
C6 2.29 1.07 0.41
C7 1.95 -0.28 -0.14
C8 2.66 -1.50 0.65
C9 2.13 -0.40 -1.69
C10 -1.71 -1.53 -0.43
N1 -0.01 0.54 0.69
N2 0.52 -0.39 0.13
O1 0.61 2.71 1.17
O2 -2.79 0.46 -1.14
H1 -4.49 1.64 1.44
H2 -2.90 -0.27 2.05
H3 -3.86 2.29 -1.21
H4 2.91 1.44 -0.38
H5 2.73 1.14 1.47
H6 2.46 -2.42 0.13
H7 2.36 -1.50 1.76
H8 3.72 -1.37 0.62
H9 1.84 -1.44 -1.96
H10 3.12 -0.44 -1.99
H11 1.55 0.39 -2.18
H12 -1.82 -2.23 0.33
H13 -1.26 -1.79 -1.39

Values from the calculation:
Total energy   -648.447248 hartree
Multiplicity   1
HOMO level   -0.469 hartree
Net charge   +1
Lowest unoccupied orbital energy   -5.72 eV
Frontier orbital gap   7.04 eV
ΔE to the lowest compared entry with this formula, charge and spin   82.6 kcal/mol
Max |F|   4.18 eV Å⁻¹

Atom charges from the Mulliken analysis, given in e for atoms 1 to 4: C -0.380; C -0.255; C -0.136; C 0.750